ORCA calculation (ωB97M-V with the def2-TZVPD basis set) on a structure of composition H10NaO5.

HOMO level in eV: -15.597
Charge: +1
Kohn-Sham gap in hartree: 0.4515
E_LUMO in eV: -3.31
Total energy in Eh: -544.357657
Energy above the lowest of the compared OMol25 structures with the same formula, charge and spin in kJ/mol: 37.9

CARTESIAN COORDINATES (ANGSTROEM)
Na -8.469440 15.704032 -13.801808
O -9.860931 16.075358 -15.861259
H -10.131227 16.809619 -16.412641
H -10.044346 15.298387 -16.389395
O -10.288260 17.345253 -13.247771
H -10.218807 17.824634 -12.422175
H -10.235584 18.021531 -13.923124
O -6.206145 14.939223 -13.713704
H -5.563813 15.562222 -13.373854
H -5.856324 14.080399 -13.476456
O -6.982025 17.701212 -14.711695
H -6.220696 18.005553 -14.217739
H -7.496988 18.492321 -14.870464
O -9.590906 13.639041 -12.815251
H -9.135668 12.987277 -13.348342
H -9.978704 13.135309 -12.099637

Cartesian forces, eV/Å:
Na -0.25 0.21 -0.14
O 0.31 -0.10 0.37
H -0.05 0.20 -0.17
H -0.12 -0.25 -0.19
O 0.47 -0.41 0.01
H -0.13 0.17 0.36
H -0.18 0.18 -0.23
O -0.47 0.07 0.00
H 0.24 0.18 0.02
H 0.11 -0.32 0.05
O -0.35 -0.50 0.20
H 0.30 0.17 0.06
H -0.07 0.29 -0.15
O 0.36 0.49 -0.35
H 0.03 -0.39 -0.12
H -0.19 -0.01 0.28